## w
The following is a quantum chemistry calculation of 8 unconnected molecules or ions with the total composition H14IO7, from OMol25.

Values from the calculation:
LUMO energy ... 2.99 eV
Charge ... -1
Spin multiplicity ... 1

Atoms and positions in Å:
I 0.29532 0.72950 0.58399
O -0.24757 -2.19711 -1.76271
H -0.24043 -2.11361 -2.72250
H 0.09296 -1.33615 -1.44550
O 1.53146 2.37543 -2.26847
H 0.87228 1.98917 -1.66077
H 2.19520 2.74862 -1.68091
O 2.76627 -1.52784 -1.22197
H 2.37389 -2.40686 -1.23740
H 2.16717 -1.01519 -0.64969
O -2.44177 -1.88867 0.92021
H -1.66634 -1.30986 0.82411
H -2.77800 -1.98013 0.02337
O -2.48268 0.92221 -1.84040
H -1.76675 0.93470 -1.17913
H -2.51611 0.00663 -2.13516
O -1.42384 -0.86450 3.65552
H -1.16415 -0.39891 2.84385
H -1.28085 -1.79338 3.44893
O 2.19540 3.02466 2.77110
H 1.69338 3.79883 2.49957
H 1.82515 2.30246 2.23394

Table of Mulliken atomic charges, one value per atom, all in e: -0.5755 -0.5907 0.2946 0.2640 -0.6253 0.2745 0.3275 -0.6215 0.3269 0.2741 -0.5785 0.2310 0.2725 -0.6431 0.3057 0.2960 -0.6402 0.2422 0.3150 -0.6851 0.3113 0.2245

---

## x
The following is a quantum chemistry calculation of a molecular structure, H14IO7, from OMol25.

Values from the calculation:
LUMO energy ... 2.90 eV
Charge ... -1
Spin multiplicity ... 1

Atoms and positions in Å:
I -0.18564 0.46991 -0.23668
O -2.37164 -1.71809 -1.40368
H -1.69164 -1.14109 -1.18868
H -2.24464 -2.35909 -0.58268
O -0.81164 1.50591 -3.24568
H -0.74764 2.49891 -3.32668
H -0.50864 1.16891 -2.30468
O 2.22036 -0.93409 -2.63568
H 1.95936 -0.14009 -2.03968
H 1.48636 -1.30009 -2.94468
O 0.55036 3.62091 1.23532
H 0.49736 2.74791 0.77632
H 0.68636 3.41191 2.16532
O -0.35864 -2.98709 1.11332
H -0.11364 -2.30209 0.45332
H -0.88664 -2.56409 1.77432
O 2.74336 -0.26709 1.67032
H 2.84736 -1.12409 2.22632
H 1.95336 -0.35209 0.91232
O -1.99464 0.35091 2.33532
H -1.93764 0.76991 3.21432
H -1.09164 0.64391 2.03232

Table of Mulliken atomic charges, one value per atom, all in e: -0.3526 -0.6228 0.1419 0.3901 -0.6498 0.2944 0.1650 -0.6166 0.3315 0.2983 -0.6617 0.1897 0.3020 -0.6626 0.2328 0.3622 -0.6554 0.2961 0.3138 -0.5895 0.2583 0.2349

---

Which one sits at the top of the stability order? w does.

---

## w
The following is a quantum chemistry calculation of 2 unconnected molecules or ions with the total composition C10H14O, from OMol25.

Values from the calculation:
SMILES ... c1ccccc1.C1CCOC1
LUMO energy ... 1.03 eV
Spin multiplicity ... 1

Atoms and positions in Å:
O 0.57984 -0.53321 2.10786
C -0.66398 0.17477 2.00885
C 0.59549 -1.29887 3.32096
C -1.58086 -0.42630 3.06714
C -0.57521 -0.79570 4.15656
H -0.48827 1.25157 2.19614
H -1.04700 0.07101 0.97542
H 0.48143 -2.37275 3.07765
H 1.58079 -1.16693 3.80801
H -2.37020 0.27406 3.40163
H -2.07970 -1.33503 2.67878
H -0.94731 -1.55053 4.87574
H -0.28361 0.10331 4.73293
C -1.44079 -1.95091 0.34562
C -0.57308 -2.73181 1.11004
C -2.80356 -1.92586 0.64454
C -1.06812 -3.48766 2.17338
C -3.29859 -2.68172 1.70787
C -2.43087 -3.46263 2.47229
H -1.05126 -1.35614 -0.49110
H 0.49925 -2.75151 0.87482
H -3.48634 -1.31139 0.04302
H -0.38533 -4.10215 2.77489
H -4.37092 -2.66202 1.94309
H -2.82040 -4.05739 3.30903

Table of Mulliken atomic charges, one value per atom, all in e: -0.4649 -0.5948 -0.0097 0.1268 -0.6819 0.3641 0.2900 -0.1980 0.3869 0.4698 -0.3992 0.3329 0.3144 -0.6525 -0.2000 -0.1116 -0.3592 -0.5352 -0.4233 0.5270 0.2892 0.3441 0.4807 0.3411 0.3633

---

## x
The following is a quantum chemistry calculation of C10H14O in the gas phase, from OMol25.

Values from the calculation:
LUMO energy ... 0.64 eV
Spin multiplicity ... 1

Atoms and positions in Å:
C -0.86163 0.73077 -0.25829
C -0.64128 1.31889 0.94410
C -0.39180 -0.49311 -0.81525
C 0.23372 0.67312 1.99476
C 1.59764 0.71126 1.52427
C 2.19677 -0.30460 0.62368
C -0.57118 -1.03448 -2.01035
C 0.25908 1.55091 3.24209
C -1.50649 -0.60220 -3.08558
C 0.24779 -2.31906 -2.17817
O 2.44289 -0.39701 1.90127
H -1.32868 1.23158 -1.09085
H -0.96879 2.27307 1.16174
H 0.54313 -0.84966 -0.18221
H -0.23444 -0.25158 2.30141
H 2.07820 1.69179 1.71637
H 0.81114 1.20319 4.11467
H -0.71457 1.50771 3.71567
H 0.70098 2.55160 3.05513
H -2.46465 -0.15667 -2.75584
H -1.88449 -1.45923 -3.74393
H -0.98410 0.18537 -3.60633
H 1.16749 -1.90729 -2.61317
H -0.30285 -3.12044 -2.75319
H 0.57612 -2.73393 -1.20203

Table of Mulliken atomic charges, one value per atom, all in e: -0.5819 -0.6965 0.2795 0.4870 0.2518 -0.4312 1.1189 -1.8184 -1.3731 -1.2307 -0.2712 0.2848 0.4840 -0.4898 0.4291 0.3601 0.4029 0.4307 0.3733 0.3768 0.3238 0.3189 0.2628 0.3781 0.3302

---

Which one sits at the top of the stability order? w does.

---

## w
The following is a quantum chemistry calculation of a molecular structure, C50H47BrInN11O4, from OMol25.

Values from the calculation:
LUMO energy ... -5.41 eV
Charge ... +2
Spin multiplicity ... 1

Atoms and positions in Å:
In 0.06246 0.39900 -0.47133
C -2.80602 3.19350 0.85669
C -2.75221 3.02611 -0.63363
C -3.84715 3.38299 -1.41511
C -3.80292 3.19733 -2.78449
C -2.62222 2.75863 -3.35861
C -1.54498 2.49446 -2.52666
N -1.62457 2.55338 -1.19330
C -0.19273 2.23611 -3.09043
C 0.14484 2.76298 -4.33021
C 1.43620 2.60052 -4.79787
C 2.36857 1.96112 -4.00490
C 1.98869 1.48020 -2.76118
N 0.72232 1.61035 -2.33300
C 2.97891 0.87447 -1.83861
C 4.20272 0.41932 -2.29167
C 5.11913 -0.04942 -1.36271
C 4.78593 -0.02504 -0.02567
C 3.52197 0.42062 0.36313
C 3.16384 0.47378 1.81934
N 2.62821 0.83909 -0.54871
H -3.72465 3.69268 1.15709
H -1.95873 3.78252 1.19868
H -2.75280 2.21779 1.34280
H -4.73738 3.77920 -0.94319
H -4.66697 3.41009 -3.40185
H -2.54477 2.61801 -4.42986
H -0.58691 3.31201 -4.90456
H 1.72261 3.00351 -5.76107
H 3.38834 1.86102 -4.34625
H 4.44729 0.41657 -3.34482
H 6.08566 -0.41422 -1.68779
H 5.49082 -0.35327 0.72634
H 3.93707 0.00422 2.42271
H 2.21905 -0.03265 1.99253
H 3.06335 1.51635 2.13179
Br -2.02042 -6.69076 -4.39484
C -0.28932 -6.70422 -3.61283
C 0.83302 -6.74879 -4.42103
C 2.08685 -6.63449 -3.83955
C 2.20931 -6.41591 -2.47089
C 1.07544 -6.49065 -1.66021
C -0.17569 -6.64300 -2.23188
N 3.51845 -6.21118 -1.95495
N 3.80163 -5.37131 -1.07838
C 3.03796 -4.23029 -0.71002
C 2.90050 -4.02555 0.64632
C 2.12232 -2.99028 1.17242
C 1.43884 -2.11071 0.35364
O 0.65192 -1.17293 0.83096
C 1.64648 -2.24013 -1.05800
N 1.04405 -1.32303 -1.84751
C 1.17257 -1.39177 -3.15653
C 2.03226 -2.31143 -3.76681
C 2.72246 -3.19719 -2.98064
C 2.47911 -3.25741 -1.59204
H 0.73465 -6.88041 -5.49096
H 2.98593 -6.67237 -4.44438
H 1.17728 -6.44563 -0.58216
H -1.05788 -6.70631 -1.60737
H 3.35280 -4.74891 1.31426
H 2.01014 -2.88124 2.24503
H 0.61874 -0.67165 -3.74766
H 2.16545 -2.29644 -4.84171
H 3.45814 -3.84693 -3.42969
N 0.79661 5.15251 5.18964
C 0.66363 5.43201 6.52815
C 0.89117 6.58307 7.28052
C 0.64288 6.49197 8.63152
C 0.18352 5.29754 9.22237
C -0.04060 4.16369 8.47806
C 0.20372 4.23260 7.10154
N 0.06711 3.27121 6.12931
C 0.42635 3.84389 5.00980
C 0.39655 3.14710 3.73150
C 0.74069 3.73087 2.51178
C 0.63357 2.99541 1.35254
N 0.22536 1.72525 1.33990
C -0.08281 1.13540 2.51456
C -0.01508 1.80825 3.71005
H 1.11154 5.79775 4.48796
H 1.24617 7.50255 6.83006
H 0.80380 7.35829 9.25978
H 0.00641 5.27944 10.29027
H -0.39126 3.24337 8.92828
H 1.08530 4.75534 2.45429
H 0.87557 3.43183 0.39064
H -0.37743 0.10080 2.46517
H -0.26807 1.32617 4.64392
C -2.45739 -1.64088 2.48649
N -3.50629 -1.08161 1.63655
C -4.88872 -1.42145 1.97866
C -3.18482 -0.28585 0.61742
C -4.26594 0.06681 -0.36698
O -2.02289 0.14561 0.48948
H -2.74433 -2.64851 2.77789
H -2.31664 -1.04233 3.38918
H -1.52327 -1.68797 1.93123
H -4.93101 -1.65802 3.03801
H -5.24780 -2.28542 1.41575
H -5.55677 -0.58253 1.80144
H -4.88044 -0.80189 -0.60196
H -3.79851 0.44489 -1.27372
H -4.91640 0.84806 0.03321
N -2.79799 -2.39081 -4.64953
C -2.65080 -2.81252 -3.25294
C -1.98884 -1.70514 -2.42801
O -1.63344 -1.83574 -1.28062
O -1.83387 -0.56420 -3.09001
H -3.71528 -2.60620 -5.01937
H -2.12560 -2.86207 -5.24581
H -2.20953 -0.78316 -3.99470
H -2.05356 -3.71451 -3.13729
H -3.62053 -3.01324 -2.80214

Here are the Mulliken charges for atoms 1 to 99, given in e: 2.9568 -1.0169 0.6764 -0.8590 -0.9996 -0.8283 0.9343 0.3088 0.2242 -1.1378 -1.2884 -0.9115 0.1180 0.6613 1.2707 -1.0663 -1.0668 -1.0152 1.0062 -1.1425 0.3549 0.5108 0.2273 -0.0325 0.4905 0.4523 0.5228 0.6166 0.4839 0.5149 0.4161 0.4558 0.5139 0.5412 -0.0215 0.2934 -0.1432 -0.0629 -0.5474 -0.1844 0.0108 -0.1921 -0.3809 -0.5658 -0.3215 0.0397 -0.2866 -0.8382 0.1029 -0.3741 -0.2309 0.8961 -0.2466 -1.9857 -0.5630 0.6399 0.4570 0.4955 0.4469 0.5048 0.5186 0.5417 0.5669 0.5753 0.6822 0.0439 0.7621 -1.0047 -0.4038 -0.4903 -0.7684 0.4947 -0.5161 -0.3026 0.8713 -0.9558 -0.9182 0.7666 -0.3923 -0.6204 0.1651 0.3743 0.4001 0.3953 0.4361 0.3639 0.3866 0.0646 0.6642 -0.9324 0.3677 -1.1150 0.3781 -1.5479 -0.4885 0.5977 0.3484 -0.0007 0.4528

---

## x
The following is a quantum chemistry calculation of a molecular structure, C50H47BrInN11O4, from OMol25.

Values from the calculation:
LUMO energy ... -5.51 eV
Charge ... +2
Spin multiplicity ... 1

Atoms and positions in Å:
In -0.75807 -0.37282 1.53887
C -3.38602 1.39512 3.44149
C -3.95185 0.21610 2.71344
C -5.31889 0.11048 2.45693
C -5.79530 -0.97722 1.75027
C -4.91222 -1.98163 1.37790
C -3.57642 -1.84179 1.72118
N -3.11014 -0.74393 2.32668
C -2.58755 -2.91887 1.52416
C -2.96855 -4.22937 1.27299
C -1.98546 -5.19308 1.16058
C -0.66115 -4.84271 1.35582
C -0.34823 -3.51580 1.62919
N -1.30561 -2.59125 1.67571
C 1.03672 -3.05990 1.88477
C 2.09684 -3.95332 1.93504
C 3.38348 -3.46430 2.10389
C 3.56352 -2.10443 2.24784
C 2.45227 -1.26163 2.23599
C 2.63937 0.21370 2.42232
N 1.22272 -1.74598 2.05324
H -4.03785 1.67836 4.26654
H -3.29987 2.25412 2.77022
H -2.40272 1.13527 3.82595
H -5.98962 0.87847 2.81691
H -6.84484 -1.05731 1.50101
H -5.25991 -2.83732 0.81864
H -4.00716 -4.49803 1.17057
H -2.24861 -6.21676 0.93281
H 0.10207 -5.59975 1.28115
H 1.93733 -5.01549 1.84489
H 4.22344 -4.14540 2.11918
H 4.55436 -1.68838 2.36966
H 2.95628 0.41800 3.44673
H 1.71540 0.75372 2.22503
H 3.42092 0.58038 1.75709
Br -0.67095 0.87320 -5.70551
C -1.48451 2.30532 -4.75789
C -0.81122 2.86205 -3.68039
C -1.43202 3.83636 -2.92286
C -2.72882 4.25641 -3.24058
C -3.35063 3.74972 -4.37974
C -2.73878 2.76069 -5.13139
N -3.42267 5.24753 -2.50520
N -3.31928 5.35170 -1.27670
C -2.65141 4.40465 -0.48894
C -1.76483 4.83289 0.47563
C -0.97315 3.92965 1.19091
C -1.03990 2.56327 0.96316
O -0.20611 1.70684 1.50870
C -2.08345 2.10118 0.10333
N -2.30066 0.76977 0.05404
C -3.30901 0.29389 -0.64515
C -4.15931 1.11579 -1.39233
C -3.96199 2.47325 -1.36547
C -2.90622 3.01043 -0.60654
H 0.18972 2.53331 -3.43493
H -0.89951 4.29025 -2.09876
H -4.33199 4.11832 -4.64854
H -3.23120 2.34902 -6.00125
H -1.63705 5.89848 0.61650
H -0.23195 4.30479 1.88478
H -3.48433 -0.76976 -0.60363
H -4.96773 0.67818 -1.96154
H -4.64082 3.13504 -1.88668
N 4.77089 -1.56632 -3.64428
C 5.93108 -1.14203 -4.24312
C 6.76809 -1.71689 -5.19512
C 7.86717 -0.97909 -5.57541
C 8.13483 0.28855 -5.02667
C 7.30915 0.85890 -4.08686
C 6.17871 0.13456 -3.69388
N 5.17868 0.46268 -2.81675
C 4.35844 -0.55688 -2.80736
C 3.15412 -0.58855 -2.00087
C 2.42765 -1.75478 -1.73530
C 1.30448 -1.68529 -0.93984
N 0.84850 -0.54460 -0.40753
C 1.53643 0.57569 -0.66835
C 2.67634 0.59885 -1.44093
H 4.28741 -2.42189 -3.85103
H 6.56585 -2.69285 -5.61661
H 8.54572 -1.38310 -6.31417
H 9.01471 0.82225 -5.35904
H 7.51045 1.83218 -3.66137
H 2.73933 -2.71458 -2.12522
H 0.74078 -2.58187 -0.72570
H 1.14217 1.48421 -0.23165
H 3.21704 1.51685 -1.62208
C 1.28509 -1.08897 5.80224
N 1.16522 0.33223 5.50975
C 2.00747 1.22826 6.29640
C 0.31596 0.76885 4.57620
C 0.15182 2.25876 4.44776
O -0.31318 -0.04844 3.86869
H 1.28841 -1.23647 6.88133
H 2.21452 -1.49455 5.39403
H 0.44312 -1.62382 5.37415
H 2.80969 0.64577 6.74179
H 1.44808 1.70061 7.10632
H 2.44832 2.00348 5.67317
H 0.07086 2.73483 5.42305
H -0.73336 2.46991 3.85792
H 1.00997 2.68222 3.92283
N -1.44229 -0.65715 -3.39949
C -2.28372 -1.85877 -3.45796
C -2.39387 -2.50511 -2.06616
O -3.17280 -3.37063 -1.77466
O -1.53324 -1.98434 -1.17702
H -1.99812 0.18670 -3.47930
H -0.75871 -0.63306 -4.14534
H -1.09432 -1.23927 -1.68436
H -1.84756 -2.60686 -4.12075
H -3.29429 -1.66962 -3.81915

Here are the Mulliken charges for atoms 1 to 99, given in e: 2.6558 -0.9324 0.9836 -0.9414 -1.2113 -0.3023 1.0845 0.2133 -0.1647 -0.7652 -1.2774 -1.0602 0.7637 0.2189 0.1829 -0.7111 -1.1272 -1.2047 0.4996 -0.7841 1.1765 0.6521 0.0773 -0.3100 0.5600 0.4795 0.4931 0.4717 0.4840 0.4762 0.5165 0.5067 0.6273 0.3890 -0.4723 0.5850 -0.1600 -0.3217 -0.1380 0.0859 -0.4044 -0.2236 -0.4900 -0.4301 -0.4902 -0.1181 -0.8971 -0.5676 -0.6616 -0.6547 0.6409 1.2878 -0.1456 -2.4466 -0.8208 0.5663 0.5770 0.5633 0.5310 0.4574 0.4670 0.5969 0.6038 0.6850 0.7296 0.0657 0.7589 -1.0208 -0.4268 -0.5044 -0.8184 0.5909 -0.5873 -0.3841 0.9672 -1.2873 -0.5178 1.3079 -1.1805 -0.7874 0.1730 0.3839 0.4037 0.3998 0.4481 0.4664 0.3841 0.5115 0.7039 -1.0834 0.3522 -1.1429 0.7972 -1.1635 -0.8768 0.5102 0.2989 0.2581 0.4068

---

Which one sits at the top of the stability order? w does.

---

## w
The following is a quantum chemistry calculation of C5H8ClN in the gas phase, from OMol25.

Values from the calculation:
SMILES ... CC[C@](C)(Cl)C#N
LUMO energy ... 0.76 eV
Spin multiplicity ... 1

Atoms and positions in Å:
C -0.15769 1.03225 1.33536
C 0.35464 1.09030 -1.75256
C -0.21942 -1.43751 1.37313
C 0.27381 -0.13544 -0.93003
C -0.54849 -0.17746 0.53954
N 0.25828 1.97517 1.84339
Cl -2.34310 -0.01813 0.34003
H 1.27434 1.60801 -1.35343
H -0.57292 1.72184 -1.59214
H 0.72806 0.88493 -2.76565
H 0.68854 -1.20559 2.01022
H -1.03679 -1.56156 2.12079
H 0.23332 -2.25112 0.77822
H 1.29060 -0.45673 -0.64938
H -0.22316 -1.06896 -1.29750

Table of Mulliken atomic charges, one value per atom, all in e: -0.0568 -1.0329 -1.2522 -0.5330 0.8500 -0.4310 -0.1580 0.3056 0.2634 0.3631 0.3422 0.3658 0.3294 0.3267 0.3178

---

## x
The following is a quantum chemistry calculation of C5H8ClN in the gas phase, from OMol25.

Values from the calculation:
SMILES ... C[C@@H]1C=C(Cl)N1C
LUMO energy ... 0.71 eV
Spin multiplicity ... 1

Atoms and positions in Å:
C 0.82830 1.72445 0.94096
C 2.00735 0.76980 0.17515
C -0.02133 0.47407 0.47724
C -1.00519 0.74920 -0.61762
C 1.16265 -1.72221 -0.20097
N 1.18525 -0.24903 0.00096
Cl 3.67006 0.58492 0.08026
H 0.66090 2.63812 0.39960
H -0.36429 -0.27796 1.18904
H -2.05380 0.85580 -0.17826
H -1.11807 -0.16487 -1.25213
H -0.54199 1.62421 -1.15442
H 0.19668 -1.88259 -0.60190
H 2.01469 -2.04770 -0.82923
H 1.15893 -2.26401 0.79424

Table of Mulliken atomic charges, one value per atom, all in e: -0.5652 0.1778 -0.0698 -1.0699 -0.7193 0.0398 -0.1701 0.2419 0.3938 0.2769 0.2596 0.3345 0.2814 0.2928 0.2958

---

Which one sits at the top of the stability order? w does.